An isolated molecule of C2H2Cl2, computed with ωB97M-V with the def2-TZVPD basis set.

```
6
Properties=species:S:1:pos:R:3:mulliken_charge:R:1
C -0.64 -0.36 0.16 -0.703
C 0.52 0.20 -0.24 0.531
Cl 1.36 0.96 1.17 -0.203
Cl 1.14 0.18 -1.67 -0.152
H -1.51 -0.60 -0.57 0.198
H -0.88 -0.38 1.15 0.329
```

**Max |F|**: 0.1401 hartree/bohr
**SMILES string**: C=C(Cl)Cl
**Energy relative to the best compared isomer or geometry (same formula, charge and spin)**: 0.855 eV
**E**: -997.734326 hartree
**E_LUMO**: 0.804 eV

A 3-piece molecular cluster, C3H9ClN3 overall, computed with ωB97M-V with the def2-TZVPD basis set.

```
16
Properties=species:S:1:pos:R:3:mulliken_charge:R:1
C 0.26 0.94 0.69 0.115
C 3.90 -0.93 1.21 -0.794
C 3.49 -0.57 -0.09 0.357
N 1.25 0.38 0.53 -0.290
N -1.02 1.27 0.91 -0.361
N -2.79 1.48 -1.16 -0.930
Cl 3.83 0.86 -0.79 0.083
H 4.86 -1.45 0.87 0.341
H 3.32 -1.76 1.58 0.307
H 4.17 -0.22 1.89 0.364
H 3.06 -1.33 -0.81 0.308
H -1.02 1.62 1.98 0.270
H -3.30 0.52 -1.21 0.288
H -1.76 1.44 0.24 0.413
H -2.21 1.59 -2.06 0.272
H -3.56 2.13 -1.13 0.258
```

**Max |F|**: 0.1286 hartree/bohr
**Energy relative to the best compared isomer or geometry (same formula, charge and spin)**: 3.162 eV
**E**: -743.819456 hartree
**E_LUMO**: -5.653 eV
**Net charge**: +1

An isolated ion of composition C26H54FN6O2 and charge +1, computed with ωB97M-V with the def2-TZVPD basis set.

```
89
Properties=species:S:1:pos:R:3:mulliken_charge:R:1
C -5.25 -2.93 -3.90 -0.898
C -3.69 -3.12 -3.37 -0.407
C -3.07 -1.69 -2.81 -0.688
C -1.48 -1.81 -2.40 -0.032
C -0.45 -1.53 -3.69 -0.656
C 0.27 -0.04 -3.48 0.560
C 1.17 0.43 -4.77 -0.705
C 2.79 0.21 -4.59 -0.844
C 3.42 0.77 -3.19 0.323
C 3.27 2.39 -2.95 -0.447
C 3.97 2.84 -1.53 -0.476
C 2.92 3.25 -0.34 -0.665
C 1.57 2.30 -0.42 -0.018
N 0.77 2.24 0.85 0.622
C -0.38 3.28 0.92 -0.857
C -1.85 2.61 0.54 -0.108
O -2.31 3.18 -0.73 -0.293
C -3.66 3.75 -0.64 -0.300
C -4.68 2.72 -1.43 -0.721
C 0.91 1.40 1.91 0.057
N -0.10 1.53 3.04 -0.394
C 0.38 0.41 3.93 0.493
C -0.46 0.19 5.31 -1.094
C -1.09 -1.31 5.53 0.236
O -2.18 -1.15 6.54 -0.522
C -1.76 -1.98 4.19 -0.407
N -3.25 -2.22 4.51 -0.503
N 1.58 -0.24 3.30 0.404
C 2.14 -1.40 4.08 -0.954
N 2.05 -2.75 3.33 -0.121
C 3.20 -3.65 3.71 -0.828
N 1.98 0.34 2.07 0.259
C 3.16 -0.10 1.25 0.691
C 2.65 -1.39 0.31 -0.662
F 4.36 -0.51 2.07 -0.374
H -5.54 -3.83 -4.62 0.297
H -6.03 -2.88 -3.02 0.250
H -5.26 -1.89 -4.47 0.239
H -3.64 -3.95 -2.51 0.260
H -3.07 -3.52 -4.29 0.272
H -3.71 -1.44 -1.83 0.274
H -3.25 -0.80 -3.55 0.291
H -1.26 -1.02 -1.55 -0.216
H -1.30 -2.87 -1.92 0.393
H 0.34 -2.40 -3.74 0.204
H -1.15 -1.56 -4.65 0.361
H 0.81 0.01 -2.45 -0.514
H -0.65 0.72 -3.42 0.084
H 0.96 1.55 -5.12 0.307
H 0.84 -0.26 -5.68 0.348
H 2.98 -0.96 -4.60 0.281
H 3.37 0.64 -5.52 0.343
H 4.59 0.54 -3.23 0.418
H 2.99 0.10 -2.33 -0.608
H 3.91 2.91 -3.81 0.393
H 2.17 2.79 -3.10 0.166
H 4.68 1.97 -1.14 0.270
H 4.63 3.80 -1.76 0.363
H 3.45 3.25 0.70 0.214
H 2.58 4.37 -0.57 0.360
H 1.86 1.22 -0.83 -0.929
H 0.90 2.78 -1.28 0.538
H -0.38 3.89 1.92 0.433
H -0.20 4.09 0.07 0.431
H -1.64 1.45 0.40 -0.046
H -2.62 2.69 1.42 0.328
H -4.01 4.05 0.43 0.303
H -3.67 4.76 -1.28 0.252
H -5.13 2.00 -0.62 0.228
H -4.02 2.13 -2.24 0.108
H -5.53 3.30 -1.98 0.339
H -1.35 0.98 5.38 0.254
H 0.24 0.40 6.25 0.304
H -0.33 -2.06 6.01 0.336
H -2.28 -2.05 7.00 0.346
H -1.29 -3.07 4.08 0.252
H -1.65 -1.36 3.21 0.105
H -3.74 -1.41 4.08 0.238
H -3.54 -3.14 4.08 0.254
H 1.66 -1.59 5.12 0.351
H 3.31 -1.24 4.28 0.369
H 1.11 -3.19 3.48 0.216
H 3.05 -3.94 4.83 0.332
H 4.24 -3.10 3.62 0.279
H 3.25 -4.60 3.01 0.305
H 3.59 0.68 0.50 -0.305
H 1.57 -1.20 -0.10 0.041
H 3.39 -1.37 -0.63 0.273
H 2.82 -2.42 0.83 0.346
```

**Max |F|**: 0.1549 hartree/bohr
**SMILES string**: CCCCCCCCCCCCCN(CCOCC)c1nc(C[C@@H](O)CN)n(CNC)[n+]1[C@H](C)F
**E**: -1601.170989 hartree
**E_LUMO**: -3.015 eV
**Net charge**: +1